The molecule C6H10 in a non-equilibrium geometry. Source: the OMol25 dataset; level of theory: ωB97M-V/def2-TZVPD.

HOMO ... -9.14 eV
Frontier orbital gap ... 10.26 eV
Total charge ... 0
Relative energy (zero: lowest compared OMol25 entry of this formula, charge and spin) ... 1.247 eV

Geometry (Å):
C (2.1765, 0.5226, 0.3476)
C (0.8697, 0.7159, 0.1806)
C (0.3435, 2.1542, 0.3756)
C (-0.1867, -0.3058, 0.3003)
C (-0.6039, -1.0732, -0.7049)
C (-1.6866, -2.1134, -0.5907)
H (2.8311, 1.3674, 0.5256)
H (2.6917, -0.4279, 0.4153)
H (0.1172, 2.3267, 1.4276)
H (-0.6154, 2.1762, -0.1546)
H (0.9558, 2.9473, -0.0410)
H (-0.5740, -0.4255, 1.3061)
H (-0.3215, -0.8180, -1.7220)
H (-1.8325, -2.6906, -1.4965)
H (-1.5287, -2.7676, 0.2638)
H (-2.6363, -1.5882, -0.4330)